<a>
42
Properties=species:S:1:pos:R:3 method="wB97M-V/def2-TZVPD" gap_ev=8.47 charge=0 multiplicity=1
H -0.89160 -0.10684 -0.63267
H 0.56545 3.58830 0.00339
H -2.91485 -1.27836 0.57207
C -3.54605 -0.12515 -1.10167
C -0.42939 -2.26647 -0.18881
O -0.76722 0.66897 1.67113
C 1.07992 -0.91186 1.56022
H 0.84922 -3.14281 1.00645
O -0.82383 -1.08563 3.02080
O -0.63333 -3.34586 -0.73704
H -1.61494 -0.57487 3.41668
H 3.57674 -1.07872 0.91917
C -2.68977 -1.25388 -0.46912
O 4.37401 0.05972 -1.77863
O 4.58297 1.37608 0.02326
N -1.84549 1.79481 -1.11176
N -1.18492 -1.29245 -2.35811
H 2.10003 0.87342 1.36414
H 5.20183 0.52829 -2.17909
H 1.75093 -1.33475 2.29631
N -1.72142 3.20540 0.78137
C -1.08769 2.65204 -0.33611
H 2.76379 -1.26573 -0.79991
H -1.41725 1.32854 -1.89478
C 3.05043 -0.60932 0.06735
N 0.48512 -2.18156 0.81523
C -1.21284 -1.15182 -0.87107
H -3.43889 -0.26614 -2.16762
H -4.59889 -0.21456 -0.97156
H -3.01693 -2.21680 -0.83732
N 0.16691 2.87908 -0.57480
H -1.01551 3.83169 1.21562
C -0.22053 -0.27707 2.17904
C -3.07774 1.23007 -0.53573
C 4.02323 0.44479 -0.56591
H -0.18074 -1.30552 -2.76501
H -3.90561 1.98862 -0.69267
H 1.25355 0.46289 -0.17778
H -1.58180 -2.22202 -2.40155
C 1.81068 0.06033 0.65426
H -1.86472 2.37543 1.38239
H -2.98353 1.05672 0.52935

=====

<b>
42
Properties=species:S:1:pos:R:3 method="wB97M-V/def2-TZVPD" gap_ev=9.18 charge=0 multiplicity=1
H 4.39170 -0.67124 -1.51376
H -4.23855 2.04992 1.70454
N -1.13877 2.10236 -0.64807
N -3.40305 1.65542 2.03639
O -3.29762 1.95623 -1.18251
H 1.84651 -2.19633 0.00833
H -2.08800 -1.63898 0.65744
H -2.46769 -1.18051 -1.21776
C -2.81927 0.86257 0.86270
H 2.39717 4.14890 0.38724
C 2.03496 -0.08152 -0.06088
C -3.84988 -2.85065 -0.45157
H 6.01588 -1.18445 1.87247
H -4.58970 0.20591 -0.53051
N 3.55637 -1.80296 0.45323
C 0.08280 1.74824 -0.08957
H -1.91704 0.55187 1.28224
C 4.94651 -1.56169 -0.04741
O 0.56897 3.97419 -1.32995
H 2.77977 0.68747 -0.34700
H 0.26084 1.81992 1.01158
H 2.10083 -0.11624 1.03313
O 1.80462 3.26457 0.45983
H -5.67602 -3.25455 -0.77732
H 3.46636 -2.83091 0.64577
H 6.79656 -1.41614 0.25373
H -4.45267 -0.45186 1.37984
C 2.49612 -1.44367 -0.41304
C 0.89712 3.04327 -0.49464
N 6.04936 -1.99556 0.79224
H 0.80214 0.32543 -1.75293
H -0.30859 -0.28549 -0.41808
H 2.66111 -1.47898 -1.55374
C -2.95168 -1.55527 -0.24378
N 5.30105 -0.99923 -1.18856
H -2.80811 2.34102 2.51402
C -2.39875 1.68548 -0.44038
H -1.02460 3.00595 -1.33767
C 0.64889 0.35377 -0.57839
C -3.82109 -0.27165 0.36524
O -5.17785 -2.48868 -0.48271
O -3.47669 -4.02591 -0.61971

=====

Stability comparison, relative energies in kcal/mol: <a> 0.0; <b> 110.5

=====

<a>
11
Properties=species:S:1:pos:R:3 method="wB97M-V/def2-TZVPD" gap_ev=8.45 charge=0 multiplicity=1
C 0.31934 1.11889 -0.02136
O -1.25648 0.67308 0.30014
H 3.40005 -0.17962 -0.56872
H -0.26217 -1.12716 -0.26882
S 1.46206 -0.05837 0.54408
O 2.62336 0.40205 -0.61393
H 0.29270 1.91601 0.69964
O 0.74021 -1.27717 -0.23727
H -3.07024 0.19275 0.50144
O -2.05917 -1.36791 -0.41800
C -2.18967 -0.29254 0.08281

=====

<b>
11
Properties=species:S:1:pos:R:3 method="wB97M-V/def2-TZVPD" gap_ev=10.29 charge=0 multiplicity=1
O -0.43434 -2.59519 0.77348
C 0.50857 0.24054 0.57413
O 0.17959 -0.81399 -1.57161
H -0.71098 1.75790 0.93392
C -0.48782 -0.16898 -0.56863
O -1.74936 -0.68318 1.79791
S -0.67674 -1.14921 0.92577
O 0.13414 1.41325 1.20058
H 1.57787 -0.04701 0.38523
H 0.07143 -1.74306 -1.70345
H -1.09284 0.57944 -0.99710

=====

Stability comparison, relative energies in kcal/mol: <a> 30.5; <b> 0.0

=====

<a>
22
Properties=species:S:1:pos:R:3 method="wB97M-V/def2-TZVPD" gap_ev=9.40 charge=0 multiplicity=1
H 2.44197 0.28316 -0.46028
H -1.56954 1.66152 -0.96243
H 3.32709 -0.84542 0.03762
H 1.17007 0.22231 1.52005
H 0.84486 1.11001 -1.64813
O 3.18216 0.09786 0.14802
H 1.40654 0.51376 -2.95543
C -0.27055 -1.27211 2.03618
C 0.06826 0.15052 1.61892
H -1.36079 -1.31697 2.18829
O -0.81529 2.17898 -1.32997
H 0.13224 -1.42711 3.04074
H -3.29251 0.37228 -1.40378
S -0.64206 -2.38636 -0.87820
H 0.20091 -1.58439 -1.54372
O 1.31856 0.33791 -2.01031
H -0.57770 2.81478 -0.64083
H -0.41535 0.56723 0.74024
H -0.23537 0.82965 2.42096
O -2.76984 0.52924 -0.60561
H -2.42675 -0.27470 -0.20468
S 0.28309 -2.56215 0.89232

=====

<b>
22
Properties=species:S:1:pos:R:3 method="wB97M-V/def2-TZVPD" gap_ev=3.70 charge=0 multiplicity=1
H 1.47916 -0.20109 1.86328
H 1.26839 1.53929 -0.50647
H -1.56734 0.42190 -0.08113
H -2.60495 0.25427 2.99497
C 0.46693 0.94768 -0.01410
H 0.96781 -2.20985 -2.71527
H -1.36193 2.02088 -0.43130
H 1.75824 0.82582 -3.82192
H 0.82445 -0.11344 -0.06417
H 1.92868 -1.29372 2.83369
O -2.40541 0.78297 2.19745
H 0.62626 0.38909 -2.87676
S -0.06700 -1.56886 -2.14698
H -0.68090 -2.39632 0.07135
H 0.01604 -1.89340 1.35707
H -0.79215 0.97559 -1.71523
H -1.53107 1.16649 2.33667
O 1.11689 1.17513 -3.19796
O 1.63756 -1.14745 1.92725
O -0.78455 -2.33624 1.03042
C -0.88904 1.06457 -0.64688
S 0.59394 1.59670 1.60603

=====

Stability comparison, relative energies in kcal/mol: <a> 0.0; <b> 126.1

=====

<a>
20
Properties=species:S:1:pos:R:3 method="wB97M-V/def2-TZVPD" gap_ev=10.14 charge=0 multiplicity=1
C -2.01796 -0.10539 -0.33074
H 3.10555 -0.00222 1.06216
C 1.37466 1.37445 0.88184
H 1.41357 0.05156 -2.15968
C 0.30662 0.53780 0.26661
H 3.11882 0.99458 -0.43269
C 1.36754 -0.43154 -0.27622
C -1.06823 0.18079 0.76023
H -3.43154 -1.97468 -1.24968
O 1.37301 -0.76421 -1.62820
H -0.09615 2.53175 0.04666
H 1.35549 1.91420 1.82761
H -1.00980 -0.71051 1.40253
C 2.48242 0.49593 0.31079
H -1.48198 0.99690 1.37191
N 0.61073 1.87112 -0.27074
N -2.80379 0.00212 -1.19418
O -2.97911 -2.81730 -0.83306
H -2.94104 -2.77531 0.15235
H 1.32120 -1.37003 0.29252

=====

<b>
20
Properties=species:S:1:pos:R:3 method="wB97M-V/def2-TZVPD" gap_ev=9.30 charge=0 multiplicity=1
C 0.00928 0.37326 0.08596
N -0.60751 -2.09768 -0.12477
H 1.66318 -0.47383 1.00269
C -0.96944 -0.75145 -2.06375
C -1.47507 0.25121 0.33532
H -1.86765 -0.09319 1.19408
O -1.38202 0.21692 -2.59267
C 0.51372 1.56603 -0.74412
H -0.93676 -2.71836 -2.08100
H -0.07685 1.56719 -1.71574
H 0.27474 -2.52850 -0.37004
H -2.08434 1.04525 -0.26438
H 1.35420 3.40316 -0.93928
C -0.80109 -0.76583 -0.55249
H 1.57517 2.41305 0.79753
O -0.81201 -1.91944 -2.75421
C 1.27408 2.52445 -0.26990
H -0.78709 -2.11652 0.86136
H 0.22435 -0.46768 1.88585
N 0.85996 0.13867 1.17218

=====

<c>
20
Properties=species:S:1:pos:R:3 method="wB97M-V/def2-TZVPD" gap_ev=9.65 charge=0 multiplicity=1
C 1.49256 0.17834 0.64716
H 0.11525 3.02521 0.19301
C -0.31109 -1.59917 0.27209
C 0.00735 -0.18741 0.72076
H -0.35976 -0.05803 1.75080
H 2.06920 -0.14041 1.52252
H -2.14090 -1.78465 1.15474
H 1.94714 -0.26068 -0.25565
O 0.31533 -2.17977 -0.61297
N -0.40796 0.67141 -1.60915
O 1.52006 1.59662 0.58585
C 0.41118 2.03318 -0.16378
N -1.25665 -2.24291 0.98193
H 0.06229 2.69817 -2.25086
H -1.12843 -3.24208 1.16598
H -1.24725 0.73575 -2.17350
H -1.66009 1.14775 0.11590
C 0.48464 1.84852 -1.69563
C -0.63149 0.89029 -0.16746
H 1.48793 1.62346 -2.08748

=====

Stability comparison, relative energies in kcal/mol: <a> 36.0; <b> 29.0; <c> 0.0

=====

<a>
16
Properties=species:S:1:pos:R:3 method="wB97M-V/def2-TZVPD" gap_ev=8.31 charge=0 multiplicity=1
C -0.44271 2.50195 -1.01599
O 2.23805 -3.09117 -0.08887
C -1.06697 -1.57513 1.02917
S 1.13752 0.34490 -0.28950
H -0.64709 1.84325 -1.86053
H -1.33919 3.13036 -0.99877
H -0.93334 1.25871 0.62208
S -0.76594 -1.13230 -0.67660
H 2.81193 -2.56113 -0.65720
H -1.35052 -0.74172 1.68473
H 0.53898 2.21200 0.83664
H -1.90042 -2.30681 1.03708
H -0.29204 -2.13328 1.56676
C -0.00822 1.54829 0.11783
H 0.43065 3.09444 -1.38098
H 1.58931 -2.39235 0.07414

=====

<b>
16
Properties=species:S:1:pos:R:3 method="wB97M-V/def2-TZVPD" gap_ev=9.20 charge=0 multiplicity=1
H 0.94720 1.58804 -3.12176
H -0.42905 -0.47648 2.16174
H 2.13189 0.48478 -2.48443
H 1.87409 -0.54082 0.95528
H 2.50038 2.22116 -2.56447
C 0.92678 -0.90885 0.51797
S -0.20336 0.50944 -0.25477
C -0.05471 -1.33799 1.63086
C 1.72320 1.48998 -2.37438
H 0.47980 -2.03504 2.27530
S 1.26841 1.81425 -0.66831
H -3.79473 0.60714 1.71159
H -0.87242 -1.83258 1.08410
H -3.88181 -0.42185 0.57987
H 1.16121 -1.67679 -0.20563
O -3.77689 0.51561 0.75706

=====

<c>
16
Properties=species:S:1:pos:R:3 method="wB97M-V/def2-TZVPD" gap_ev=9.23 charge=0 multiplicity=1
C -0.35155 1.05711 -0.98340
H -0.39868 2.01802 -1.51681
C -0.48666 -1.98333 -0.20024
O 1.83490 3.21641 0.01895
C -0.35014 -1.66511 1.27195
S -0.41416 1.32870 0.76907
H 0.41719 -1.69981 -0.80165
H 1.96095 2.52035 0.70148
H -1.21809 -1.37179 -0.81161
H -0.73064 -2.51454 1.98065
H -0.84435 -2.98757 -0.38554
H 1.75273 2.73063 -0.79902
S -1.38074 -0.18805 1.72336
H -1.19702 0.54516 -1.38564
H 0.71002 0.72435 -1.15459
H 0.69625 -1.73051 1.57303

=====

Stability comparison, relative energies in kcal/mol: <a> 19.7; <b> 0.0; <c> 11.0